[1]
Here is a structure of composition C33H41FMgN5O2Si in a non-equilibrium geometry from the Open Molecules 2025 dataset. Energies are from wB97M-V/def2-TZVPD.

Output
Charge   +1
Largest force on an atom   0.05894 hartree/bohr
E_HOMO (spin up / spin down)   -0.314 / -0.314 Eh
M   611.11 u
Calculated total energy   -62468.3748 eV
Lowest unoccupied orbital energy (spin up / spin down)   -4.4 / -4.4 eV

Each line ends with the Löwdin charge.
Geometry (Å):
Mg -7.135 -12.192 12.191  0.62
C -6.978 -5.996 15.412  -0.05
C -6.567 -7.333 14.932  -0.29
C -6.159 -8.260 15.886  0.04
C -5.954 -9.585 15.444  -0.10
C -5.565 -10.593 16.373  0.03
N -5.594 -10.475 17.719  0.03
C -6.686 -9.977 18.551  -0.16
C -8.064 -10.610 18.204  -0.13
C -8.338 -12.032 18.768  -0.16
N -8.006 -13.168 17.954  0.06
C -8.179 -13.410 16.633  0.07
C -9.260 -12.842 15.875  -0.11
C -10.436 -12.371 16.416  0.01
C -11.404 -11.688 15.678  -0.27
C -12.611 -11.155 16.338  -0.05
C -11.248 -11.554 14.316  0.05
C -10.123 -12.126 13.664  -0.10
C -10.061 -11.993 12.247  -0.08
N -9.100 -12.188 11.389  0.01
C -9.422 -11.806 9.992  -0.17
C -8.183 -11.233 9.293  -0.16
C -7.439 -10.042 9.864  -0.20
N -6.821 -10.306 11.171  0.03
C -6.445 -9.204 11.721  -0.09
C -6.395 -8.903 13.103  -0.09
C -6.596 -7.594 13.577  0.05
C -6.127 -9.987 14.054  -0.24
O -6.169 -11.208 13.697  -0.06
C -9.055 -12.741 14.411  -0.25
O -8.001 -13.118 13.808  -0.06
H -7.015 -5.354 14.520  0.08
H -6.264 -5.600 16.186  0.10
H -7.979 -6.059 15.914  0.10
H -6.105 -8.056 16.928  0.10
H -5.269 -11.571 15.975  0.13
H -4.941 -11.066 18.215  0.15
H -6.732 -8.873 18.496  0.11
H -6.353 -10.204 19.586  0.14
H -8.225 -10.562 17.136  0.10
H -8.828 -9.992 18.696  0.13
H -9.415 -12.010 18.940  0.10
H -7.793 -12.094 19.717  0.13
H -7.343 -13.791 18.384  0.15
H -7.430 -13.958 16.043  0.11
H -10.569 -12.563 17.492  0.13
H -12.375 -10.401 17.100  0.09
H -13.130 -11.934 16.872  0.08
H -13.259 -10.652 15.584  0.10
H -12.001 -11.020 13.699  0.14
H -11.002 -11.547 11.852  0.13
H -10.250 -11.132 10.015  0.10
H -9.688 -12.747 9.493  0.13
H -8.435 -11.004 8.237  0.14
H -7.462 -12.038 9.224  0.08
H -8.098 -9.166 9.907  0.12
H -6.658 -9.718 9.146  0.14
H -6.161 -8.366 11.067  0.15
H -6.790 -6.753 12.913  0.13
C -3.137 -12.984 13.563  -0.19
Si -4.497 -14.197 13.076  0.46
C -5.414 -14.612 14.732  -0.19
C -3.856 -15.825 12.353  -0.18
N -5.555 -13.469 11.829  -0.14
C -5.204 -13.703 10.522  -0.37
C -3.922 -13.396 9.949  -0.04
C -3.680 -13.587 8.597  -0.12
C -4.699 -13.888 7.707  -0.11
C -6.001 -14.072 8.188  -0.03
C -6.189 -14.062 9.578  -0.24
F -7.430 -14.446 10.043  0.02
H -3.063 -12.821 14.667  0.03
H -3.279 -12.063 13.040  0.00
H -2.153 -13.404 13.199  0.04
H -4.780 -15.226 15.369  0.03
H -6.313 -15.214 14.525  0.04
H -5.653 -13.694 15.279  -0.02
H -3.475 -16.546 13.118  0.03
H -3.033 -15.644 11.632  0.03
H -4.705 -16.343 11.808  0.05
H -3.139 -12.959 10.614  0.11
H -2.669 -13.352 8.267  0.10
H -4.461 -13.971 6.636  0.10
H -6.839 -14.248 7.509  0.12



[2]
Here is a cluster of 5 separate species, C33H41N6O9S2 in total from the Open Molecules 2025 dataset. Energies are from wB97M-V/def2-TZVPD.

Output
Charge   +1
Largest force on an atom   0.01289 hartree/bohr
E_HOMO   -0.415 Eh
M   729.86 u
Calculated total energy   -83906.2337 eV
Lowest unoccupied orbital energy   -3.3 eV

Each line ends with the Löwdin charge.
Geometry (Å):
N 7.622 2.187 2.865  0.00
C 6.374 1.431 2.969  -0.32
C 6.427 0.135 2.171  -0.20
C 5.272 -0.830 2.451  -0.19
C 3.867 -0.207 2.375  -0.18
C 3.031 -0.377 3.654  -0.12
C 2.064 0.748 3.996  -0.30
C 2.779 2.089 4.220  -0.04
N 2.084 3.203 3.507  0.05
C 1.955 2.883 2.050  -0.59
S 1.364 4.401 1.243  0.83
C 1.123 1.563 1.880  -0.65
S -0.591 1.812 1.338  0.83
O 0.964 0.867 3.102  -0.14
H 7.774 2.733 3.701  0.07
H 8.410 1.566 2.740  0.07
H 6.127 1.190 4.016  0.11
H 5.570 2.074 2.589  0.08
H 6.454 0.383 1.107  0.12
H 7.362 -0.370 2.424  0.12
H 5.329 -1.594 1.673  0.11
H 5.430 -1.357 3.393  0.11
H 3.322 -0.683 1.556  0.12
H 3.918 0.850 2.099  0.07
H 3.720 -0.429 4.507  0.13
H 2.489 -1.322 3.661  0.13
H 1.614 0.478 4.951  0.16
H 3.819 2.053 3.899  0.11
H 2.778 2.334 5.282  0.15
H 2.667 4.038 3.592  0.17
H 1.156 3.391 3.894  0.19
H 2.974 2.762 1.685  0.11
H 1.868 4.114 0.039  -0.07
H 1.619 0.959 1.118  0.11
H -0.515 1.262 0.121  -0.11
C -1.665 -1.900 0.276  -0.09
C -0.964 -2.410 -0.810  -0.07
C -1.634 -2.747 -1.975  0.00
C -3.002 -2.560 -2.026  -0.13
C -3.718 -2.056 -0.956  0.00
C -3.041 -1.725 0.206  -0.06
N -3.727 -2.900 -3.264  -0.35
O -3.085 -3.369 -4.180  0.09
O -4.923 -2.691 -3.290  0.07
H -1.136 -1.634 1.183  0.10
H 0.108 -2.547 -0.760  0.10
H -1.099 -3.129 -2.826  0.08
H -4.787 -1.923 -1.019  0.10
H -3.589 -1.331 1.052  0.11
C -9.427 -3.937 -1.279  -0.06
C -8.550 -2.868 -1.408  -0.06
C -7.877 -2.391 -0.296  -0.01
C -8.085 -3.002 0.925  -0.15
C -8.956 -4.065 1.077  0.00
C -9.632 -4.531 -0.040  -0.06
N -7.340 -2.510 2.096  -0.35
O -6.582 -1.571 1.929  0.06
O -7.512 -3.073 3.155  0.08
H -9.950 -4.312 -2.148  0.11
H -8.388 -2.408 -2.372  0.11
H -7.195 -1.558 -0.380  0.11
H -9.103 -4.522 2.044  0.12
H -10.316 -5.362 0.058  0.11
C 1.824 -8.249 -5.211  -0.06
C 2.024 -7.883 -3.886  -0.06
C 1.727 -6.597 -3.469  0.00
C 1.229 -5.699 -4.396  -0.15
C 1.026 -6.041 -5.720  0.00
C 1.329 -7.330 -6.126  -0.06
N 0.893 -4.338 -3.960  -0.34
O 1.089 -4.043 -2.791  0.05
O 0.429 -3.574 -4.778  0.09
H 2.054 -9.257 -5.531  0.11
H 2.410 -8.601 -3.176  0.11
H 1.877 -6.300 -2.442  0.12
H 0.636 -5.317 -6.421  0.12
H 1.175 -7.617 -7.156  0.11
C 0.409 7.229 -1.880  -0.07
C 0.708 7.387 -0.534  -0.08
C 0.791 8.653 0.021  0.00
C 0.568 9.746 -0.793  -0.14
C 0.274 9.615 -2.136  0.01
C 0.195 8.343 -2.681  -0.06
N 0.641 11.096 -0.201  -0.35
O 0.923 11.174 0.977  0.08
O 0.414 12.038 -0.928  0.09
H 0.338 6.237 -2.309  0.11
H 0.877 6.524 0.098  0.01
H 1.023 8.789 1.066  0.12
H 0.107 10.490 -2.747  0.12
H -0.037 8.222 -3.729  0.11



[3]
Here is a cluster of 7 separate species, C33H41N7O11 in total in a non-equilibrium geometry from the Open Molecules 2025 dataset. Energies are from wB97M-V/def2-TZVPD.

Output
Charge   -1
Largest force on an atom   0.06815 hartree/bohr
E_HOMO (spin up / spin down)   -0.057 / -0.254 Eh
M   711.73 u
Calculated total energy   -67827.3791 eV
Spin multiplicity   2
Lowest unoccupied orbital energy (spin up / spin down)   0.7 / 1.2 eV

Each line ends with the Mulliken spin population.
Geometry (Å):
C 0.120 -4.578 0.020  0.00
O -0.670 -4.325 0.863  0.00
N 0.358 -3.681 -0.978  0.00
C 1.440 -4.017 -2.001  0.00
C -0.385 -2.439 -1.029  0.01
H 0.665 -5.531 -0.065  0.00
H 2.307 -3.361 -1.923  0.00
H 0.999 -3.986 -2.997  0.00
H 1.742 -5.061 -1.924  0.00
H -1.428 -2.744 -1.121  0.00
H -0.382 -1.898 -0.083  0.02
H -0.261 -1.845 -1.934  0.00
C 4.806 -0.368 2.436  0.00
O 3.903 -1.206 2.320  0.00
N 4.630 0.829 2.979  0.00
C 5.704 1.878 2.923  0.00
C 3.390 1.267 3.579  0.00
H 5.798 -0.498 1.975  0.00
H 5.928 2.301 3.902  0.00
H 5.256 2.665 2.316  0.00
H 6.607 1.543 2.412  0.00
H 2.745 0.422 3.819  0.00
H 3.623 1.778 4.514  0.00
H 2.950 2.024 2.929  0.00
C -4.311 3.749 -1.152  0.00
O -4.797 3.182 -2.114  0.00
N -4.674 3.548 0.116  0.00
C -3.885 3.884 1.312  0.00
C -5.914 2.831 0.454  0.00
H -3.429 4.408 -1.187  0.00
H -3.483 2.950 1.704  0.00
H -4.504 4.430 2.025  0.00
H -3.008 4.437 0.976  0.00
H -5.643 1.858 0.864  0.00
H -6.488 3.449 1.144  0.00
H -6.569 2.810 -0.418  0.00
C -3.598 -0.091 1.789  0.00
C -3.047 -1.352 1.751  0.00
C -3.568 -2.360 2.557  0.00
C -4.597 -2.069 3.505  0.00
C -5.139 -0.764 3.539  0.00
C -4.593 0.217 2.705  0.00
N -5.133 -3.151 4.311  0.00
O -6.188 -2.880 4.884  0.00
O -4.500 -4.189 4.433  0.00
H -3.329 0.683 1.085  0.00
H -2.420 -1.711 0.947  0.00
H -3.133 -3.330 2.365  0.00
H -6.022 -0.499 4.101  0.00
H -5.026 1.206 2.750  0.00
C 2.217 -0.526 -2.030  0.10
C 1.321 -0.009 -2.999  -0.03
C 0.342 0.889 -2.653  0.04
C 0.211 1.359 -1.314  0.04
C 0.977 0.690 -0.345  0.07
C 2.029 -0.233 -0.678  -0.03
N -0.796 2.363 -0.963  0.11
O -1.306 2.392 0.158  0.07
O -1.285 3.035 -1.855  0.11
H 3.015 -1.192 -2.321  0.00
H 1.411 -0.294 -4.037  0.00
H -0.380 1.189 -3.398  0.01
H 0.942 1.133 0.640  0.00
H 2.627 -0.588 0.149  -0.01
C 0.013 -0.856 2.882  -0.08
C 0.494 -1.773 3.826  0.00
C 0.770 -1.365 5.090  0.00
C 0.318 -0.065 5.558  0.00
C -0.359 0.799 4.629  0.00
C -0.418 0.442 3.310  -0.01
N 0.460 0.340 6.992  0.00
O 1.310 -0.242 7.636  0.00
O -0.146 1.253 7.493  0.00
H -0.065 -1.153 1.846  0.05
H 0.751 -2.759 3.469  0.00
H 1.118 -2.110 5.790  0.00
H -0.658 1.755 5.033  0.00
H -0.915 1.118 2.630  0.01
C 2.675 -0.224 -9.753  0.08
C 1.884 0.762 -9.143  -0.04
C 2.132 1.041 -7.783  0.08
C 3.255 0.427 -7.142  -0.02
C 4.075 -0.502 -7.826  0.06
C 3.864 -0.669 -9.156  -0.03
N 3.580 0.857 -5.769  0.13
O 2.863 1.745 -5.295  0.08
O 4.415 0.195 -5.140  0.12
H 2.456 -0.348 -10.804  0.01
H 1.049 1.216 -9.655  0.00
H 1.435 1.718 -7.312  0.02
H 4.937 -0.967 -7.371  0.01
H 4.536 -1.257 -9.763  0.00



[4]
Here is a structure of composition C33H41N7O7PZn in a non-equilibrium geometry from the Open Molecules 2025 dataset. Energies are from wB97M-V/def2-TZVPD.

Output
Charge   -1
Largest force on an atom   0.04395 hartree/bohr
Energy above the lowest of the compared OMol25 structures with the same formula, charge and spin   0.0 kcal per mole
E_HOMO   -0.066 Eh
M   744.10 u
Calculated total energy   -117357.3589 eV
Lowest unoccupied orbital energy   1.7 eV

Each line ends with the Löwdin charge.
Geometry (Å):
Zn 1.084 1.379 0.177  0.71
N 1.071 1.587 2.223  0.05
C 2.366 1.013 2.642  -0.30
C 2.726 1.224 4.098  -0.15
C 1.782 0.523 5.089  -0.17
C 1.919 -1.018 5.061  -0.16
N 1.523 -1.611 3.773  0.07
C 0.284 -1.492 3.274  -0.46
N -0.702 -1.216 4.118  0.21
N 0.049 -1.608 1.968  0.23
C 3.503 1.464 1.678  -0.64
O 4.629 1.581 2.160  0.01
O 3.147 1.530 0.470  -0.08
H 1.018 2.558 2.519  0.12
H 0.205 1.141 2.540  0.04
H 2.324 -0.048 2.436  0.10
H 2.777 2.297 4.306  0.12
H 3.740 0.856 4.257  0.12
H 0.744 0.826 4.923  0.10
H 2.033 0.847 6.103  0.11
H 1.349 -1.492 5.865  0.11
H 2.961 -1.291 5.218  0.13
H 2.241 -1.951 3.156  0.15
H -0.531 -1.142 5.103  0.11
H -1.621 -0.996 3.762  0.11
H 0.792 -1.527 1.263  0.06
H -0.875 -1.402 1.609  0.09
O 1.160 4.558 -1.869  -0.08
N 1.153 3.151 -1.932  -0.03
C 1.182 2.840 -3.178  -0.09
C 1.173 1.573 -4.023  -0.15
C 1.194 1.955 -5.370  -0.09
C 1.184 1.047 -6.422  -0.12
C 1.154 -0.301 -6.135  -0.11
C 1.134 -0.703 -4.801  -0.12
C 1.142 0.166 -3.718  -0.10
P 1.123 -0.593 -1.653  0.77
C -0.286 -1.725 -1.822  -0.33
C -1.408 -1.370 -2.583  -0.10
C -2.521 -2.201 -2.659  -0.11
C -2.555 -3.409 -1.975  -0.14
C -1.457 -3.762 -1.185  -0.12
C -0.360 -2.927 -1.096  -0.16
C 2.576 -1.675 -1.862  -0.31
C 3.819 -1.181 -1.453  -0.09
C 4.968 -1.945 -1.577  -0.10
C 4.913 -3.227 -2.115  -0.13
C 3.687 -3.725 -2.539  -0.11
C 2.537 -2.956 -2.424  -0.12
H 1.130 4.689 -0.917  0.07
H 1.207 3.716 -3.823  0.10
H 1.216 3.013 -5.615  0.09
H 1.201 1.398 -7.447  0.09
H 1.146 -1.035 -6.934  0.09
H 1.104 -1.771 -4.594  0.09
H -1.404 -0.427 -3.117  0.09
H -3.370 -1.898 -3.262  0.10
H -3.421 -4.056 -2.038  0.08
H -1.469 -4.690 -0.624  0.09
H 0.466 -3.200 -0.440  0.09
H 3.882 -0.184 -1.029  0.09
H 5.915 -1.533 -1.248  0.10
H 5.812 -3.823 -2.211  0.08
H 3.625 -4.716 -2.974  0.09
H 1.601 -3.367 -2.779  0.09
O 1.148 0.914 -1.583  -0.58
C -3.664 3.711 1.968  -0.07
C -4.125 2.301 2.320  -0.18
C -3.703 1.235 1.296  -0.31
C -4.221 -0.139 1.753  -0.18
C -3.861 -1.275 0.795  -0.06
C -4.374 1.562 -0.017  -0.46
O -5.584 1.633 -0.144  0.08
N -3.513 1.765 -1.039  0.22
C -2.090 1.719 -1.015  -0.50
O -1.548 1.940 -2.068  0.08
N -1.439 1.434 0.169  0.18
C -2.167 1.195 1.242  -0.47
O -1.632 0.906 2.338  -0.06
H -4.000 4.422 2.725  0.07
H -4.070 4.037 1.008  0.08
H -2.575 3.773 1.915  0.08
H -5.214 2.283 2.403  0.12
H -3.724 2.019 3.294  0.11
H -5.306 -0.080 1.859  0.12
H -3.820 -0.344 2.748  0.10
H -4.276 -1.108 -0.200  0.08
H -4.256 -2.225 1.157  0.08
H -2.779 -1.394 0.674  0.06
H -3.897 1.982 -1.948  0.16



[5]
Here is a structure of composition C33H42AsN5O3SSe2Ti from the Open Molecules 2025 dataset. Energies are from wB97M-V/def2-TZVPD.

Output
Charge   +2
Largest force on an atom   0.01309 hartree/bohr
Energy above the lowest of the compared OMol25 structures with the same formula, charge and spin   21.4 kcal per mole
E_HOMO   -0.471 Eh
M   869.51 u
Calculated total energy   -273966.9417 eV
Lowest unoccupied orbital energy   -6.6 eV

Each line ends with the Löwdin charge.
Geometry (Å):
Ti 0.269 0.291 0.087  1.03
Se 3.527 2.828 0.532  0.79
Se 3.581 1.018 1.961  0.76
C 3.637 -0.240 0.527  -0.71
C 4.806 -0.962 0.390  -0.11
C 4.977 -1.768 -0.727  -0.02
C 3.973 -1.782 -1.671  -0.01
C 2.820 -1.049 -1.439  -0.10
N 2.613 -0.298 -0.346  -0.02
C 1.728 3.375 0.894  -0.65
C 1.599 4.739 1.127  -0.09
C 0.424 5.234 1.656  -0.01
C -0.572 4.328 1.978  -0.03
C -0.383 3.004 1.643  -0.18
N 0.721 2.503 1.058  -0.02
H 5.592 -0.848 1.123  0.11
H 5.889 -2.334 -0.866  0.13
H 4.058 -2.349 -2.587  0.13
H 2.030 -1.089 -2.168  0.09
H 2.450 5.387 0.969  0.11
H 0.316 6.289 1.866  0.13
H -1.487 4.636 2.461  0.13
H -1.162 2.293 1.859  0.06
C -1.520 0.158 3.460  0.02
C -0.611 -0.905 2.863  -0.49
C -0.237 -1.917 3.928  0.00
O 0.558 -0.248 2.302  -0.16
C -1.343 -1.534 1.686  -0.46
O -2.231 -2.312 1.709  0.21
O -0.879 -1.002 0.477  -0.24
H -0.982 0.709 4.230  0.12
H -2.390 -0.324 3.905  0.12
H -1.882 0.853 2.709  0.04
H 0.229 -1.398 4.766  0.11
H 0.431 -2.684 3.544  0.03
H -1.147 -2.400 4.282  0.11
H 1.257 -0.945 2.246  0.00
C 1.046 2.293 -2.311  -0.03
C 0.622 0.925 -2.721  -0.37
C 0.549 0.379 -3.956  -0.01
C 0.075 -0.968 -3.817  -0.02
C -0.141 -1.223 -2.505  -0.36
C -0.613 -2.497 -1.893  -0.02
N 0.202 -0.046 -1.772  -0.15
H 1.186 2.909 -3.198  0.10
H 1.994 2.283 -1.764  0.03
H 0.300 2.797 -1.686  0.05
H 0.794 0.885 -4.876  0.12
H -0.086 -1.676 -4.615  0.12
H -0.662 -3.245 -2.683  0.10
H -1.607 -2.409 -1.453  0.08
H 0.058 -2.870 -1.118  0.04
C -2.635 3.306 -0.589  -0.23
As -2.170 1.427 -0.561  1.21
C -3.625 0.740 0.513  -0.22
C -2.652 0.899 -2.387  -0.27
C -4.111 1.057 -2.687  -0.32
C -4.998 0.018 -2.411  -0.06
C -6.351 0.157 -2.677  -0.06
C -6.834 1.337 -3.227  -0.06
C -5.957 2.371 -3.519  -0.06
C -4.603 2.231 -3.251  -0.06
H -3.563 3.371 -1.158  0.03
H -1.864 3.907 -1.069  0.04
H -2.813 3.671 0.418  0.03
H -4.547 1.038 0.014  0.05
H -3.600 1.183 1.507  0.03
H -3.589 -0.344 0.586  0.04
H -2.327 -0.131 -2.513  0.07
H -2.033 1.522 -3.035  0.09
H -4.625 -0.912 -1.996  0.12
H -7.028 -0.659 -2.464  0.11
H -7.888 1.443 -3.441  0.11
H -6.325 3.283 -3.969  0.11
H -3.922 3.034 -3.509  0.12
C 4.023 -2.581 3.560  0.00
N 4.150 -3.609 2.545  -0.11
C 5.207 -4.500 2.422  -0.03
C 4.927 -5.312 1.384  -0.05
N 3.709 -4.897 0.883  0.08
C 3.226 -3.857 1.594  -0.74
S 1.749 -3.068 1.317  0.74
H 4.855 -2.673 4.253  0.11
H 3.086 -2.710 4.097  0.09
H 4.045 -1.590 3.103  0.04
H 6.045 -4.483 3.094  0.13
H 5.470 -6.142 0.974  0.13
H 3.193 -5.321 0.130  0.16